A molecular structure, C36H40CeN9O2S2, computed with the ωB97M-V functional and the def2-TZVPD basis.

CARTESIAN COORDINATES (ANGSTROEM)
Ce -0.69308 0.54456 -0.03739
S -1.65304 0.72234 7.33366
C -3.31582 0.80411 7.67885
C -4.08312 0.72001 6.55319
C -3.30181 0.61945 5.38309
C -1.94997 0.62620 5.64183
C -0.85730 0.56042 4.68199
C -1.11783 0.58454 3.29458
N -0.17359 0.49947 2.37347
C 1.12737 0.43688 2.74979
C 1.50047 0.44792 4.09866
C 2.89865 0.40821 4.43204
C 3.84385 0.36374 3.46764
C 3.48305 0.34024 2.07542
C 4.42487 0.29896 1.03662
C 4.02119 0.26422 -0.28885
C 2.63420 0.26789 -0.52722
N 1.72005 0.32662 0.43145
C 2.12618 0.36848 1.72923
C 4.94676 0.22599 -1.41810
C 4.65550 -0.07712 -2.72924
C 5.79203 -0.02201 -3.56610
C 6.92075 0.32433 -2.88071
S 6.61878 0.56041 -1.22455
C 0.47795 0.49601 5.05689
H -3.64324 0.89571 8.70176
H -5.16162 0.73930 6.56815
H -3.73456 0.54569 4.39622
H -2.14070 0.66306 2.93923
H 3.18106 0.42121 5.47625
H 4.89347 0.34193 3.72880
H 5.47799 0.28582 1.29098
H 2.25964 0.23833 -1.54080
H 3.67458 -0.36699 -3.08160
H 5.78834 -0.23566 -4.62396
H 7.92160 0.44363 -3.26268
H 0.75033 0.48563 6.10545
C 0.56797 -1.10645 -5.11396
N 0.85639 0.16131 -4.45260
C 1.62667 1.16721 -5.20213
C 1.85724 2.28149 -4.17982
N 1.05382 1.83958 -3.03567
C 0.60364 2.74978 -2.02117
C 0.46852 0.64356 -3.26481
N -0.33154 0.09805 -2.33791
C -1.23971 -0.99721 -2.73505
C -2.30604 -1.12410 -1.65978
N -1.70311 -1.55157 -0.38951
C -1.76353 -2.82811 0.01078
N -2.67012 -3.76662 -0.30556
C -4.01828 -3.59135 -0.83883
C -2.41772 -4.98482 0.48721
C -0.99491 -4.78284 0.98276
N -0.83844 -3.32850 0.85251
C 0.43829 -2.70136 1.09178
H 1.36786 -1.28353 -5.83007
H -0.37628 -1.07429 -5.65661
H 0.57812 -1.92906 -4.40766
H 1.06043 1.49722 -6.07436
H 2.56039 0.72230 -5.54485
H 1.49889 3.24938 -4.52965
H 2.90593 2.37686 -3.89456
H 0.73127 3.77874 -2.35762
H 1.16768 2.65854 -1.08339
H -0.47329 2.62065 -1.86006
H -0.70488 -1.94652 -2.80449
H -1.72857 -0.79432 -3.68961
H -3.11806 -1.75537 -2.00317
H -2.81492 -0.15530 -1.52438
H -4.53739 -2.76399 -0.35316
H -4.56732 -4.50606 -0.63051
H -4.01967 -3.46262 -1.91904
H -2.53629 -5.86987 -0.13353
H -3.13351 -5.02840 1.31206
H -0.26029 -5.28954 0.35100
H -0.85649 -5.09626 2.01481
H 1.05730 -3.38351 1.67039
H 0.32451 -1.79509 1.68903
H 0.96327 -2.47980 0.15603
O -0.82157 2.76129 0.89150
C -1.92588 3.00883 0.32835
C -2.76757 4.24442 0.35993
C -3.85800 3.92764 -0.66745
C -3.59921 2.49511 -1.10993
O -4.19514 1.81347 -1.88690
N -2.42525 2.03121 -0.43004
H -2.16643 5.12589 0.13694
H -3.15020 4.37852 1.37420
H -3.81021 4.56845 -1.54849
H -4.87138 4.00738 -0.27693

As for the relative energy (zero: lowest compared OMol25 entry of this formula, charge and spin): 0.000 eV. Its total energy is -90066.996 eV. As for the net charge: +3. Its maximum force is 0.7 eV/A. The highest occupied orbital energy comes out at -14.735 eV. The calculation puts the LUMO energy at -10.10 eV.

In elementary charge units, the Löwdin charges are: 1.52 1.11 -0.36 -0.15 -0.11 -0.50 -0.16 -0.01 -0.03 -0.16 -0.10 0.03 0.03 -0.10 0.08 -0.16 -0.04 0.00 -0.14 -0.50 -0.12 -0.16 -0.36 1.12 0.08 0.09 0.12 0.11 0.13 0.14 0.14 0.13 0.10 0.10 0.11 0.09 0.12 0.00 -0.05 -0.07 -0.06 -0.08 -0.01 -0.33 -0.05 -0.17 -0.21 -0.06 -0.31 -0.05 0.00 -0.08 -0.07 -0.07 0.00 0.11 0.11 0.09 0.14 0.13 0.14 0.13 0.13 0.09 0.08 0.12 0.14 0.11 0.09 0.11 0.11 0.09 0.14 0.14 0.14 0.14 0.12 0.07 0.11 -0.06 -0.47 -0.03 -0.04 -0.41 0.15 -0.01 0.15 0.15 0.14 0.14